ORCA calculation (ωB97M-V/def2-TZVPD) on 2 unconnected molecules or ions with the total composition CH6N5O3.

The geometry in XYZ format:
```
15
Properties=species:S:1:pos:R:3
C 0.793 1.163 0.994
N 1.493 1.561 0.108
N 0.173 1.238 2.039
N -0.365 -0.732 -0.451
N -0.988 -1.711 0.004
N 1.310 1.281 -1.265
O -0.211 -2.448 0.855
O -2.159 -1.924 -0.100
O -1.321 0.169 -0.917
H 0.146 0.643 2.843
H -0.541 -3.202 1.321
H 0.292 1.192 -1.556
H 1.611 2.138 -1.758
H 1.956 0.574 -1.599
H -2.188 0.059 -0.518
```

Calculated values
Strongest force on any atom = 5.75 eV Å⁻¹
E_tot = -540.68126 hartree
Orbital gap = 10.4795 eV
Net charge = +1
LUMO energy = -3.74 eV

Electronic structure analysis, Löwdin charges in units of e: C -0.287; N 0.092; N 0.255; N 0.034; N -0.375; N 0.180; O 0.134; O 0.110; O -0.019; H 0.099; H 0.136; H 0.162; H 0.190; H 0.177; H 0.112